# 1
Computed, not measured: 2 unconnected molecules or ions with the total composition C4H12OS, with ωB97M-V/def2-TZVPD.

Structure (XYZ):
```
18
C4H12OS (ωB97M-V/def2-TZVPD)
S 1.7705 -1.0286 -0.0423
O -3.4554 0.6100 -0.1617
C -2.4903 0.2015 0.8042
C 1.4809 -0.7326 -1.7635
C 2.3918 0.5231 0.5582
C -1.3235 1.1735 0.6563
H 0.8662 0.1611 -1.8383
H 2.8623 1.0546 -0.2600
H 0.9242 -1.5964 -2.1264
H -0.6589 0.8184 -0.1366
H -2.1557 -0.8068 0.5570
H 3.1173 0.3055 1.3340
H 1.5638 1.0999 0.9818
H -1.6925 2.1308 0.2810
H -0.6946 1.2168 1.5392
H -2.9089 0.2483 1.8083
H 2.4098 -0.6285 -2.3362
H -4.1872 -0.0173 -0.1490
```

Summary:
ΔE to the lowest compared entry with this formula, charge and spin	16.6	kcal/mol
net charge	+1
lowest unoccupied orbital energy (spin up / spin down)	-3.34 / -8.51	eV
gap between HOMO and LUMO (spin up / spin down)	0.36470 / 0.17468	Ha
spin multiplicity	2
E_tot	-17216.2047	eV
highest occupied orbital energy (spin up / spin down)	-13.264 / -13.262	eV

# 2
Computed, not measured: 2 unconnected molecules or ions with the total composition C4H12OS2, with ωB97M-V/def2-TZVPD.

Structure (XYZ):
```
19
C4H12OS2 (ωB97M-V/def2-TZVPD)
S 1.4646 -0.3916 1.7520
S 1.1580 -2.3794 1.2226
O -2.7907 2.8246 -2.0019
C 1.5797 -2.4655 -0.5548
C 0.9702 -1.4493 -1.5452
C -0.1342 0.3709 1.3885
C -0.4469 1.6064 2.2216
H -3.0815 2.8711 -2.9366
H -0.1658 0.6642 0.3450
H 0.0837 -1.1024 -1.0016
H 0.0699 2.4663 1.7833
H 0.6110 -1.8980 -2.4593
H 1.5749 -0.5562 -1.6871
H -0.2566 1.5367 3.2876
H 2.6617 -2.4853 -0.5153
H -0.8817 -0.3930 1.6057
H -1.4941 1.8618 2.0406
H 1.0616 -3.3944 -0.8159
H -1.9838 2.3133 -2.1292
```

Summary:
ΔE to the lowest compared entry with this formula, charge and spin	12.6	kcal/mol
SMILES	CCSSCC.O
lowest unoccupied orbital energy	0.48	eV
gap between HOMO and LUMO	0.34261	Ha
E_tot	-28060.3216	eV
highest occupied orbital energy	-8.840	eV

# 3
Computed, not measured: 2 unconnected molecules or ions with the total composition C4H12OS2, with ωB97M-V/def2-TZVPD.

Structure (XYZ):
```
19
C4H12OS2 (ωB97M-V/def2-TZVPD)
S 1.0530 -0.3885 0.7127
S -2.8060 -0.6007 -1.0516
O -0.5161 -2.7249 0.2542
C -0.4806 0.6500 -1.3389
C 0.7382 0.9343 -0.4040
C 2.3374 0.4379 1.7796
C -1.8556 0.8618 -0.6647
H 0.5673 1.9016 0.1066
H 3.3035 0.2450 1.2834
H -1.7703 -1.4453 -0.8608
H 1.6579 1.0326 -1.0122
H 2.3327 -0.0797 2.7536
H -1.3764 -2.3194 0.5067
H -0.6341 -3.6860 0.4290
H -0.3577 -0.3872 -1.7057
H -0.5022 1.3186 -2.2209
H -2.2238 1.8640 -0.9570
H 2.2435 1.5224 1.9570
H -1.7107 0.8634 0.4328
```

Summary:
ΔE to the lowest compared entry with this formula, charge and spin	27.5	kcal/mol
SMILES	CSCCCS.O
lowest unoccupied orbital energy	0.68	eV
gap between HOMO and LUMO	0.33064	Ha
E_tot	-28059.6724	eV
highest occupied orbital energy	-8.314	eV

# 4
Computed, not measured: 2 unconnected molecules or ions with the total composition C4H12OS2, with ωB97M-V/def2-TZVPD.

Structure (XYZ):
```
19
C4H12OS2 (ωB97M-V/def2-TZVPD)
S -0.1684 1.0040 1.6930
S 1.6721 0.6057 0.7809
O 0.4092 -2.1575 2.5922
C -0.6407 2.5977 0.9297
C 1.2819 0.0693 -0.9784
C -0.6024 -1.6491 -1.2637
C -0.1604 -0.1886 -1.4282
H 0.0382 -1.5235 1.9900
H -1.0513 3.1648 1.7586
H -1.2464 2.4383 0.0539
H -0.0380 -2.2508 -1.9860
H -1.6340 -1.8171 -1.5704
H 1.9991 -0.7279 -1.1475
H 0.2574 3.0542 0.4876
H -0.0907 -0.0110 -2.5032
H 1.5465 1.0118 -1.4584
H -0.9091 0.5053 -1.0468
H -0.2072 -2.1666 3.3170
H -0.4558 -1.9591 -0.2201
```

Summary:
ΔE to the lowest compared entry with this formula, charge and spin	14.4	kcal/mol
SMILES	CCCSSC.O
lowest unoccupied orbital energy	0.55	eV
gap between HOMO and LUMO	0.34302	Ha
E_tot	-28060.2414	eV
highest occupied orbital energy	-8.784	eV

# 5
Computed, not measured: 2 unconnected molecules or ions with the total composition C4H12OS2, with ωB97M-V/def2-TZVPD.

Structure (XYZ):
```
19
C4H12OS2 (ωB97M-V/def2-TZVPD)
S -0.9045 -0.8184 1.2144
S 0.3371 0.7176 1.5766
O 4.6667 -0.7058 -3.6206
C -1.9590 -2.0754 -0.9023
C -0.9571 2.5530 -0.3022
C -0.6615 -1.4134 -0.5195
C -0.7107 2.1556 1.1465
H -2.0567 -2.2983 -1.9648
H -1.7116 1.8744 1.5098
H 4.6765 -1.4206 -4.2583
H -2.0615 -3.0242 -0.3556
H -0.3377 1.9139 -0.9619
H -1.9211 2.4382 -0.7917
H 3.9333 -0.9253 -3.0427
H -0.3395 3.0666 1.6163
H -0.5895 3.5693 -0.4656
H 0.2123 -2.0764 -0.4870
H -2.8272 -1.5379 -0.5380
H -0.2508 -0.6678 -1.2085
```

Summary:
ΔE to the lowest compared entry with this formula, charge and spin	16.9	kcal/mol
SMILES	CCSSCC.O
lowest unoccupied orbital energy	0.57	eV
gap between HOMO and LUMO	0.35029	Ha
E_tot	-28060.1319	eV
highest occupied orbital energy	-8.964	eV

# 6
Computed, not measured: a molecular structure, C4H12OSi, with ωB97M-V/def2-TZVPD.

Structure (XYZ):
```
18
C4H12OSi (ωB97M-V/def2-TZVPD)
Si -1.4634 -0.4858 1.0914
O -2.8952 0.3161 0.7727
C -0.4471 0.4927 2.2849
C 0.1064 -0.9111 -0.6238
C 0.9505 0.3253 -0.7709
C 1.7775 0.3634 -2.0956
H 1.7040 0.3894 0.0808
H -0.7414 0.2457 3.2844
H 2.6329 1.0282 -1.9991
H -0.6168 1.5860 2.2150
H 0.4660 1.2077 -0.7021
H 0.6200 0.2655 2.0129
H -3.4989 -0.0273 0.1721
H -1.8194 -1.8065 1.4074
H -0.5316 -1.1792 -1.3875
H 1.2410 0.6740 -2.9591
H 0.5671 -1.8176 -0.3403
H 1.9487 -0.6665 -2.4430
```

Summary:
ΔE to the lowest compared entry with this formula, charge and spin	56.1	kcal/mol
lowest unoccupied orbital energy	0.74	eV
gap between HOMO and LUMO	0.33818	Ha
E_tot	-14267.3043	eV
highest occupied orbital energy	-8.458	eV

> ΔE to the lowest compared entry with this formula, charge and spin of number 2 (C4H12OS2)?

12.6 kcal/mol